28
Properties=species:S:1:pos:R:3:forces:R:3 method="wB97M-V/def2-TZVPD" relative_energy_kj_mol=0.0 homo_ev="-14.0 / -14.0" total_charge=+1 multiplicity=2 lumo_energy_ev="-4.566 / -8.324"
C -0.70634 1.89649 0.94565 0.29 0.29 -0.48
O 0.04799 2.26572 -0.20355 0.32 -0.33 -0.06
C -0.13148 0.68481 1.69075 0.10 0.01 -0.01
C -0.97734 -0.61622 1.60762 -0.55 0.04 -0.09
C -0.69137 -1.41821 0.41997 0.47 0.02 0.27
C -1.70662 -1.74065 -0.49820 -0.49 -0.18 -0.47
C 0.68212 -1.91166 0.21036 0.05 0.10 -0.10
C 1.34679 -1.28190 -1.03994 -0.09 0.27 -0.13
H -0.64303 2.76826 1.59846 -0.13 -0.11 0.06
H -1.74691 1.76024 0.66502 -0.29 -0.09 0.10
H -0.26439 1.88539 -1.04670 -0.30 0.04 0.25
H 0.87024 0.47826 1.32264 0.14 0.11 0.06
H -0.01497 0.93014 2.73817 -0.08 -0.02 0.25
H -0.69837 -1.23715 2.46591 0.23 -0.08 0.07
H -2.04162 -0.41362 1.71393 -0.06 0.12 -0.06
H -1.51635 -2.36460 -1.37186 0.11 0.11 0.22
H -2.73467 -1.40523 -0.35947 0.28 0.00 0.09
H 1.29026 -1.69327 1.08410 0.04 -0.06 0.05
H 0.64724 -2.99800 0.07262 -0.06 -0.06 -0.05
H 2.34630 -1.69633 -1.15200 -0.02 -0.05 0.05
H 1.46014 -0.20018 -0.91299 -0.07 -0.38 -0.11
H 0.79725 -1.49483 -1.96070 -0.01 -0.03 0.07
H -0.79669 0.19399 -2.62147 -0.09 0.24 -0.30
H -1.70646 1.41435 -2.94643 0.05 -0.08 -0.11
O -0.81619 1.15837 -2.67753 0.02 -0.18 0.41
H 1.78747 1.62936 -0.09037 0.32 0.51 0.03
H 3.22210 2.09446 0.27577 -0.14 -0.13 -0.09
O 2.69491 1.31201 0.07026 -0.03 -0.07 0.10

***

20
Properties=species:S:1:pos:R:3:forces:R:3 method="wB97M-V/def2-TZVPD" relative_energy_kj_mol=275.3 homo_ev="-9.5 / -8.9" multiplicity=1 lumo_energy_ev="-1.730 / -4.006"
C -0.72849 -1.43471 0.39101 -0.17 0.33 -0.75
C -1.07261 -0.25593 -0.12965 -1.27 -1.72 0.47
C 0.67321 -1.36818 0.83526 1.92 -0.56 -1.09
C 0.95058 0.17839 0.99081 2.78 -0.84 2.13
C -0.04628 0.79132 0.02727 -0.27 3.11 0.78
C 0.70627 1.04138 -1.25189 -2.81 0.30 -2.07
N -3.64947 -0.91203 -0.24645 -1.24 -0.06 -0.21
O -2.92619 1.52744 -0.48633 0.09 0.44 -0.65
S -2.67494 0.13659 -0.87062 -0.12 0.47 1.29
Cl -1.10568 0.34258 -4.04283 -0.26 -0.11 -0.11
H -1.24413 -2.37910 0.50179 -0.49 0.30 -0.41
H 0.76724 -1.99421 1.70546 0.45 0.21 0.81
H 1.33838 -1.92468 0.06913 -0.89 1.01 0.86
H 0.89127 0.30854 2.08855 -1.01 0.57 -0.48
H 2.09128 0.55424 0.89776 -2.55 -1.07 -0.64
H -0.60173 1.79468 0.30672 1.31 -1.93 -0.05
H 1.10296 2.06165 -1.33750 0.21 -0.56 0.04
H -0.16745 0.91505 -2.00774 1.99 0.66 0.53
H 1.39056 0.23253 -1.43748 0.58 -0.03 -0.23
H -4.63935 -0.51241 -0.17544 1.76 -0.53 -0.22

***

62
Properties=species:S:1:pos:R:3:forces:R:3 method="wB97M-V/def2-TZVPD" homo_ev="-13.2 / -13.2" total_charge=+2 multiplicity=1 lumo_energy_ev="-9.278 / -9.274"
Hf -0.11661 -0.41061 -1.87659 0.13 2.13 1.72
H -1.22285 -1.16579 -0.58115 -2.61 1.39 0.80
H -1.53739 -0.30004 -0.66569 -0.63 -2.08 1.56
P -0.31234 -2.92495 -2.31863 -0.39 -2.11 -0.54
P -0.33858 2.05673 -2.36685 -0.08 1.33 -0.58
C 1.21865 2.88394 -1.97990 0.60 -0.10 0.31
H 1.17096 3.95893 -2.18763 -0.10 -0.17 0.00
H 1.45578 2.72669 -0.92674 -0.15 0.10 -0.17
H 2.05432 2.45273 -2.53656 -0.19 0.03 -0.27
C -0.62685 2.35957 -4.10572 -0.22 0.26 -0.61
H -1.55906 1.88773 -4.42341 -0.05 0.11 0.01
H -0.67766 3.43081 -4.32491 -0.02 -0.13 0.01
H 0.17358 1.90520 -4.69253 0.03 0.10 0.09
C -1.65006 2.87151 -1.44433 -0.60 0.25 0.20
H -1.52076 2.75431 -0.36625 0.13 -0.04 -0.19
H -1.72631 3.93698 -1.68846 0.06 -0.14 0.02
H -2.60632 2.39775 -1.68254 0.02 0.07 -0.17
C -0.43190 -3.27533 -4.08941 0.05 0.07 -0.41
H -0.50074 -4.34893 -4.29423 0.00 0.13 0.17
H -1.31103 -2.78163 -4.51181 0.01 -0.07 0.05
H 0.44152 -2.86393 -4.59858 -0.02 -0.07 0.05
C 1.12428 -3.87898 -1.75069 0.53 0.05 0.21
H 1.26616 -3.81775 -0.66639 -0.19 0.02 -0.13
H 1.03142 -4.93596 -2.02544 -0.14 0.20 -0.03
H 2.03576 -3.48650 -2.21059 -0.08 -0.06 -0.06
C -1.74328 -3.77275 -1.60236 -0.40 -0.17 0.19
H -2.66632 -3.29659 -1.94462 0.05 -0.06 -0.07
H -1.77189 -4.82792 -1.89650 0.08 0.18 -0.03
H -1.74460 -3.72269 -0.51073 0.11 0.01 -0.21
C 1.78648 -0.50319 -1.05903 8.75 0.21 5.29
O 2.76405 -0.48803 -0.40531 -4.44 -0.43 -3.71
H 0.65417 -0.46261 -3.43222 0.58 -0.16 -1.55
C 1.04799 3.81247 3.47391 0.17 0.04 0.36
C 0.11306 3.31271 2.36800 -0.51 -0.11 0.53
C 0.64965 3.91258 1.09561 -0.11 0.10 -0.47
C -0.11349 1.79706 2.61025 0.12 0.17 -1.39
C -0.67731 1.54772 3.85294 -0.05 -0.09 0.38
C -0.78032 0.27070 4.38068 0.47 -0.62 -1.07
C -0.43018 -0.81148 3.54841 0.21 0.91 -0.08
C -0.05461 -0.67448 2.23310 -0.05 0.38 -0.80
C 0.23799 -2.00744 1.49696 0.28 0.08 1.02
C 1.57349 -2.56492 2.00713 0.19 0.21 -0.39
C -0.83075 -3.07552 1.75323 -0.24 0.00 -0.27
C 0.12682 0.67110 1.67061 -0.59 -0.39 2.09
O 0.39967 0.87300 0.42361 -1.15 -0.69 -2.41
H 2.03612 3.35222 3.33755 -0.14 0.18 0.13
H 0.67324 3.55024 4.46178 0.24 0.11 0.01
H 1.14905 4.90386 3.42441 0.02 -0.29 0.01
H -0.87918 3.78369 2.53034 0.34 -0.28 0.04
H 1.66661 3.59450 0.86313 -0.04 -0.12 0.02
H -0.00779 3.77099 0.24486 0.18 -0.10 -0.05
H 0.69282 4.99240 1.25672 0.06 -0.06 -0.04
H -0.99584 2.39725 4.46472 0.21 -0.33 -0.24
H -1.06021 0.07271 5.40048 -0.24 0.15 0.15
H -0.39894 -1.80419 3.91455 -0.30 -0.61 0.72
H 0.33702 -1.84795 0.41188 -0.04 0.16 -0.41
H 1.50933 -2.69289 3.08857 0.14 0.02 -0.06
H 1.81275 -3.53793 1.56725 -0.09 0.07 0.04
H 2.38539 -1.87491 1.77094 0.09 -0.07 0.23
H -1.82578 -2.74714 1.43871 0.01 -0.04 0.13
H -0.59803 -4.02937 1.25727 0.08 0.34 0.05
H -0.87118 -3.30574 2.81820 -0.09 0.00 -0.13

***

15
Properties=species:S:1:pos:R:3:forces:R:3 method="wB97M-V/def2-TZVPD" relative_energy_kj_mol=15.5 homo_ev="-8.7 / -9.0" multiplicity=3 lumo_energy_ev="-0.106 / -1.423"
C -0.30371 -1.55207 -1.30924 -1.88 0.25 1.62
C -0.73279 0.45932 0.98370 -1.37 -2.34 0.85
C 1.48373 0.67111 0.00924 0.77 -1.95 0.11
C 0.12188 1.20377 0.02460 -0.85 -0.72 0.34
O -1.60732 -2.27012 1.02597 -0.39 0.48 -0.10
P -2.50151 1.02247 1.37560 0.92 0.06 -0.02
P -1.14145 -1.19603 0.12026 1.99 -0.62 -0.08
H -0.52133 -2.61727 -1.53804 0.45 0.99 -0.55
H 0.00108 -0.72845 -1.95653 0.01 -0.79 -0.11
H -0.14097 0.07181 1.87712 -0.93 0.60 -0.73
H 1.65377 -0.36828 -0.31061 -0.60 0.26 0.28
H 1.83139 0.74327 1.02113 0.95 0.33 0.35
H 1.99250 1.22451 -0.70691 1.70 1.30 -0.82
H -0.37709 1.12526 -0.89905 -0.38 0.41 -1.54
H 0.24181 2.21068 0.28274 -0.38 1.75 0.41

***

49
Properties=species:S:1:pos:R:3:forces:R:3 method="wB97M-V/def2-TZVPD" relative_energy_kj_mol=23.7 homo_ev=-7.5 multiplicity=1 lumo_energy_ev=0.525
C -0.90652 -0.87181 -1.95086 -0.20 -0.12 -0.10
O 0.20370 -0.25376 -1.34779 0.26 0.43 0.29
C 0.01690 0.93839 -0.68878 0.06 -0.21 -0.08
C -1.20746 1.58969 -0.66114 0.08 -0.06 -0.07
C -1.39841 2.78252 0.02601 0.03 0.15 -0.01
C -2.78227 3.38197 0.09585 0.18 -0.12 -0.02
N -3.68140 2.56100 0.89276 -0.10 0.43 0.52
C -4.19139 1.36382 0.41524 -0.33 -0.36 -0.19
C -4.65804 1.23898 -0.90048 0.17 0.25 0.15
C -5.22120 0.06544 -1.37309 -0.01 -0.36 0.22
C -5.33001 -0.99853 -0.50153 0.24 0.52 0.19
N -5.82491 -2.28223 -0.64410 -0.08 -0.05 -0.18
C -5.71732 -2.97296 0.54137 -0.13 -0.46 -0.02
O -6.05512 -4.11160 0.75920 -0.12 -0.36 0.10
N -5.13086 -2.09459 1.43231 0.09 0.14 0.18
C -4.88584 -0.88169 0.82589 -0.02 0.34 -0.51
C -4.31261 0.28050 1.29421 -0.02 0.00 -0.14
C -0.32452 3.34274 0.69612 -0.15 -0.04 -0.12
C 0.90727 2.71979 0.66061 0.09 -0.30 -0.13
C 1.10837 1.51989 -0.01594 -0.13 0.25 0.10
O 2.38486 1.05181 0.06175 0.02 0.06 0.02
C 2.76040 -0.18177 -0.51477 0.07 -0.48 -0.32
C 4.22210 -0.42623 -0.24445 -0.09 0.14 0.10
C 5.09035 0.62535 0.01426 -0.09 -0.07 -0.02
C 6.43469 0.39191 0.24213 0.10 -0.09 -0.01
C 6.91512 -0.90618 0.20258 -0.23 0.04 -0.04
Cl 8.59499 -1.20727 0.48348 0.22 -0.04 0.04
C 6.06462 -1.96868 -0.05865 0.10 0.02 0.00
C 4.72209 -1.72245 -0.27762 -0.06 0.18 -0.01
H -0.53041 -1.81356 -2.34822 -0.09 0.04 0.00
H -1.70198 -1.07506 -1.22627 0.01 0.03 -0.02
H -1.30830 -0.26966 -2.77206 -0.01 -0.01 0.04
H -2.04974 1.16015 -1.17779 -0.02 -0.11 -0.08
H -2.73982 4.36931 0.56266 0.00 -0.04 -0.15
H -3.20120 3.49633 -0.90469 0.00 0.11 0.09
H -3.34931 2.47703 1.84578 -0.02 0.00 -0.15
H -4.58829 2.08156 -1.56950 0.00 0.10 -0.06
H -5.56836 -0.00678 -2.39193 -0.04 0.01 -0.12
H -6.23753 -2.67020 -1.47398 0.01 -0.11 0.16
H -4.93821 -2.33083 2.38997 -0.06 -0.11 -0.10
H -3.96610 0.36101 2.31372 0.07 0.01 0.12
H -0.44299 4.26668 1.24178 -0.02 0.12 0.07
H 1.75665 3.14538 1.17099 0.12 0.03 0.06
H 2.59458 -0.16222 -1.60108 -0.03 -0.01 0.23
H 2.16473 -1.00167 -0.09643 0.09 0.13 -0.09
H 4.70425 1.63156 0.04416 -0.01 0.10 0.02
H 7.10653 1.21066 0.44685 0.08 0.05 0.02
H 6.45006 -2.97580 -0.08480 0.06 -0.08 0.01
H 4.05553 -2.54862 -0.47718 -0.08 -0.11 0.00

***

48
Properties=species:S:1:pos:R:3:forces:R:3 method="wB97M-V/def2-TZVPD" relative_energy_kj_mol=116.5 homo_ev=-2.8 total_charge=-1 multiplicity=1 lumo_energy_ev=2.642
Pd -0.72469 -1.10012 -0.42086 0.01 -0.08 -0.23
C 0.61915 1.87363 3.18760 -0.12 -0.06 -0.07
C -0.12105 1.31335 2.13292 -0.03 -0.01 0.10
N 0.41513 0.88281 1.01731 0.10 0.03 -0.12
C 1.74829 0.99066 0.86447 0.03 -0.06 -0.15
C 2.58089 1.51725 1.86219 0.18 0.06 0.10
C 1.97676 1.96639 3.04784 0.08 0.01 0.03
C 4.00733 1.57388 1.66355 -0.16 0.02 0.07
C 4.56149 1.12044 0.52520 -0.05 -0.08 -0.16
C 3.74221 0.58013 -0.52922 0.22 0.04 0.07
C 4.28566 0.09132 -1.72774 0.04 0.00 0.00
C 3.44991 -0.41805 -2.68621 -0.05 -0.02 -0.01
C 2.06943 -0.42685 -2.43448 -0.03 -0.06 0.00
N 1.53818 0.03896 -1.32936 0.01 0.13 -0.01
C 2.35002 0.52437 -0.38097 -0.17 0.04 0.16
H 0.11646 2.20460 4.08654 0.00 0.00 0.00
H -1.19772 1.19620 2.21369 0.01 0.03 0.01
H 2.59529 2.37399 3.84006 0.00 0.00 -0.01
H 4.62438 1.98042 2.45683 -0.02 0.00 0.01
H 5.63585 1.15045 0.38312 0.00 -0.01 -0.02
H 5.35999 0.11159 -1.87396 0.00 0.01 0.00
H 3.83301 -0.81949 -3.61501 0.00 0.00 0.01
H 1.37006 -0.85646 -3.14500 0.02 0.02 -0.02
C -0.77689 -5.04422 1.83446 0.02 -0.12 -0.06
Si -1.08254 -3.43753 0.84942 0.10 -0.38 0.35
C -1.15923 -2.21569 2.31756 -0.03 0.11 0.00
C -2.85542 -3.67481 0.21691 -0.13 0.03 -0.07
Se 0.52541 -3.36453 -0.71290 -0.15 0.26 0.18
H -1.51879 -5.18470 2.63106 0.02 0.00 -0.03
H 0.22073 -5.03129 2.28276 -0.03 0.00 0.00
H -0.82357 -5.90353 1.15743 0.01 0.01 0.05
H -1.79860 -2.64972 3.09744 0.02 0.01 -0.01
H -1.57271 -1.23840 2.04822 0.02 0.00 -0.02
H -0.16353 -2.05441 2.73938 0.00 -0.02 -0.01
H -3.27649 -4.61958 0.57611 0.00 0.02 0.00
H -2.86562 -3.68800 -0.87472 -0.01 -0.01 0.02
H -3.50659 -2.86241 0.55534 0.00 -0.02 -0.02
C -2.54305 1.84414 -0.44692 0.12 0.10 -0.10
C -2.93389 0.53427 -0.26950 0.10 -0.23 0.05
C -2.57215 -0.44371 -1.23238 0.21 0.13 -0.15
N -1.82103 -0.12115 -2.32896 -0.28 0.27 0.00
C -1.42869 1.15507 -2.43997 0.03 -0.19 -0.03
C -1.77440 2.17037 -1.56542 -0.10 0.04 0.14
H -2.82262 2.60437 0.27407 0.00 0.01 -0.01
H -3.55242 0.23692 0.56888 -0.01 0.01 0.00
H -3.11079 -1.38296 -1.27787 0.04 -0.06 -0.03
H -0.79728 1.37416 -3.29676 -0.01 0.00 -0.01
H -1.44337 3.18387 -1.75182 0.00 0.00 0.01